Entry 1:
94
Properties=species:S:1:pos:R:3:mulliken_spin:R:1 method="wB97M-V/def2-TZVPD" homo_lumo_gap_ev="5.34 / 6.75" energy_ev=-164579.157 charge=0 spin_multiplicity=4
C -1.878 0.398 -4.957 0.00
O 5.075 -0.506 -0.644 0.00
H 0.772 -1.587 4.126 0.00
C -4.359 1.908 -2.127 0.00
H -4.144 0.332 2.458 0.00
O 1.892 4.587 -2.245 0.00
C -1.170 0.753 5.224 0.00
O -4.331 -3.002 -1.617 0.00
H -2.481 4.055 6.672 0.00
H 1.996 -4.662 -1.782 0.00
H -5.012 1.134 -2.530 0.00
H -2.654 2.019 8.054 0.00
C -2.214 3.474 0.942 0.00
C 3.808 -1.015 -0.377 0.00
H 5.019 0.954 -2.050 0.00
C 0.787 -2.081 -3.272 0.00
H 0.696 -2.167 -6.502 0.00
O 0.865 -1.274 -2.354 -0.06
O -0.572 -2.533 2.012 0.00
C -1.830 1.118 0.957 0.00
H -0.687 -0.146 4.869 0.00
Cl -3.069 -3.130 -2.339 0.00
F 1.587 1.426 0.844 -0.01
H -1.267 3.814 1.360 0.00
H 1.418 -3.147 3.514 0.00
O -2.411 -0.012 1.293 0.00
F 2.657 0.329 -3.361 0.00
H 6.240 1.129 -0.769 0.00
H -1.649 -0.045 7.147 0.00
C -1.620 3.087 4.922 0.00
H -0.811 0.581 -5.083 0.00
O 3.722 2.498 -3.050 0.00
O 0.339 -1.296 0.297 0.01
H -0.642 -2.961 -5.707 0.00
O -0.988 0.631 -2.210 0.03
S 0.971 3.521 -2.210 0.01
H 5.582 -3.069 0.740 0.00
O 3.805 -2.353 -0.115 0.00
F 1.724 1.195 3.115 0.00
C -2.150 0.934 -2.625 0.01
H 0.295 -4.702 -1.823 0.00
F 1.321 3.251 2.043 0.00
F 3.338 2.925 3.279 0.00
H -3.528 -1.361 2.469 0.00
H -2.229 -2.338 0.816 0.00
O -0.162 3.648 -3.063 0.01
C 0.397 -2.659 -5.576 0.00
O 0.952 -3.372 -3.216 0.00
O -3.160 1.338 -1.773 0.00
H -1.304 -3.905 0.609 0.00
H -2.353 -3.669 1.913 0.00
H -0.613 1.870 3.479 0.00
H 4.378 -4.058 -0.109 0.00
C 0.401 -1.844 1.415 0.01
O 2.752 -0.437 -0.489 0.04
F 0.203 3.732 -0.780 0.00
O 1.353 -1.582 2.237 0.00
O 1.637 2.167 -4.430 0.01
O -2.525 1.139 -3.899 0.00
F 3.827 1.169 1.856 0.00
H -3.120 4.053 1.122 0.00
O 0.541 -1.674 -4.513 0.00
C -3.260 -0.305 2.427 0.00
O -3.396 -2.903 -3.711 0.00
O -0.832 1.153 0.302 0.04
C 1.548 -2.065 3.527 0.00
H 5.445 -3.033 -1.095 0.00
H -2.017 3.402 -0.127 0.00
C 1.133 -4.013 -1.927 0.00
H -4.817 2.476 -1.318 0.00
H 4.558 1.514 -0.360 0.00
H -2.372 0.750 -5.863 0.00
Cr 0.756 0.373 -0.870 2.85
C -1.670 0.844 6.534 0.00
H 2.482 -1.885 4.059 0.00
H -2.106 -0.663 -5.063 0.00
H 1.042 -3.329 -1.084 0.00
H 1.053 -3.528 -5.630 0.00
O -2.153 -2.144 -1.805 0.00
H -2.842 -0.199 3.428 0.00
F 3.298 3.061 0.868 0.00
C -2.096 3.133 6.262 0.00
P 2.528 2.146 2.018 0.00
C -1.643 -3.125 1.290 0.00
C 4.935 -3.122 -0.135 0.00
H -1.633 4.024 4.386 0.00
C -1.070 1.868 4.458 0.00
S 2.392 1.954 -3.174 0.01
C 5.199 0.885 -0.977 0.00
O -2.451 -4.471 -2.294 0.00
O -2.436 2.145 1.434 0.00
N 1.532 1.835 -1.853 0.01
H -4.341 2.593 -2.976 0.00
C -2.183 2.044 7.082 0.00


Entry 2:
40
Properties=species:S:1:pos:R:3:mulliken_spin:R:1 method="wB97M-V/def2-TZVPD" homo_lumo_gap_ev="7.27 / 7.34" energy_ev=-87223.025 charge=+1 spin_multiplicity=5
H -0.298 0.616 3.450 0.00
H 5.544 -1.863 -4.014 0.00
H 0.179 -1.737 2.613 0.00
C -1.269 -2.188 -0.417 0.04
H -0.309 6.020 2.095 0.00
H 0.002 -3.405 0.810 0.00
H -1.502 5.113 0.089 0.00
H 3.621 -2.707 -2.681 0.00
H -1.029 2.789 -0.626 0.00
H -1.989 0.154 3.518 0.00
C 3.400 0.615 -1.888 -0.01
H 1.690 2.251 2.437 0.01
C -1.221 0.579 2.870 0.02
S 2.454 1.735 -0.922 -0.06
C 4.490 1.052 -2.653 0.01
Cr 0.801 0.520 0.126 4.09
N 0.315 2.414 0.896 -0.16
C 3.150 -0.747 -1.949 0.00
C 0.972 2.900 1.951 0.01
C -1.092 -0.293 1.649 -0.04
H -2.377 0.907 0.415 0.00
H -1.527 1.593 2.621 0.00
C -0.382 -1.501 1.716 0.04
Cl 4.918 2.724 -2.657 0.00
C -1.896 -0.954 -0.546 -0.02
H -2.477 -0.729 -1.431 -0.01
Cl 1.797 -1.396 -1.014 0.00
H 6.083 0.560 -3.976 0.00
N 2.065 4.995 4.502 0.00
C -0.801 4.508 0.644 0.00
C 5.250 0.173 -3.406 0.00
C -0.545 3.211 0.246 0.04
C -0.505 -2.455 0.709 0.00
C -0.138 5.010 1.750 0.01
H -1.366 -2.930 -1.197 0.00
C 4.947 -1.181 -3.426 0.00
C 0.767 4.189 2.416 0.00
C 1.491 4.647 3.572 0.00
C 3.879 -1.657 -2.688 0.00
C -1.815 -0.018 0.481 0.03


Entry 3:
21
Properties=species:S:1:pos:R:3:nbo_charge:R:1 method="wB97M-V/def2-TZVPD" e_above_lowest_kcal_mol=19.8 homo_lumo_gap_ev=11.38 energy_ev=-10517.071 charge=0 smiles=CC[C@@H](C)O.O.O
O 2.944 0.632 0.895 -0.94
H 2.663 -0.285 0.726 0.49
H -1.979 -0.880 2.473 0.21
C -1.576 -0.997 1.475 -0.60
H -0.717 -1.643 1.445 0.21
O 1.633 -1.807 -0.375 -1.00
H -2.039 1.139 1.321 0.21
C -1.279 0.557 -0.580 0.10
C -0.740 1.972 -0.941 -0.63
O -0.568 -0.549 -1.268 -0.77
H -0.619 2.093 -1.989 0.20
C -1.229 0.469 0.926 -0.43
H 0.047 -0.266 -1.976 0.49
H 3.339 0.743 0.096 0.45
H 0.226 2.104 -0.458 0.22
H -2.396 -1.303 0.800 0.20
H 0.706 -1.435 -0.449 0.50
H 1.629 -2.484 -1.061 0.47
H -0.258 0.693 1.372 0.22
H -2.311 0.565 -1.040 0.17
H -1.423 2.742 -0.554 0.22


Entry 4:
43
Properties=species:S:1:pos:R:3:nbo_charge:R:1 method="wB97M-V/def2-TZVPD" e_above_lowest_kcal_mol=0.0 homo_lumo_gap_ev=6.52 energy_ev=-53547.554 charge=+1
C -0.939 4.487 0.406 -0.34
S 1.522 -2.721 1.587 0.39
C 2.893 2.115 1.642 1.05
H 2.550 2.701 -1.812 0.20
O 3.961 2.470 1.402 -0.45
C 2.163 3.501 -1.188 0.07
H 1.570 -4.358 -1.071 0.23
H -4.641 -3.457 -0.034 0.23
H -3.675 -3.431 -2.313 0.23
C 3.623 -3.776 -0.731 -0.60
H 2.094 -3.015 -2.078 0.25
H 3.697 -4.301 0.223 0.21
O 1.288 5.343 0.540 -0.50
H 0.513 -1.163 3.752 0.42
C -2.278 -0.591 -1.111 -0.22
H 2.788 4.376 -1.002 0.20
H 4.055 -4.420 -1.495 0.23
N -1.542 3.156 0.282 -0.85
C 0.691 -1.220 1.716 0.25
C 1.555 -2.462 -0.144 0.09
C 2.172 -3.446 -1.081 -0.45
N 0.497 -0.640 0.559 -0.41
C -3.980 -2.656 -0.336 -0.20
H -0.070 0.219 2.928 0.41
H -2.607 0.201 0.859 0.19
C -2.579 -1.623 -1.999 -0.22
O 1.808 1.758 1.880 -0.58
S -1.227 0.692 -1.711 0.10
C 0.547 4.503 0.119 0.67
N 0.982 3.408 -0.726 -0.59
C -3.668 -1.636 0.553 -0.22
H -1.091 4.903 1.399 0.24
N 0.219 -0.744 2.888 -0.78
H 4.227 -2.871 -0.669 0.21
H -4.089 -1.638 1.550 0.22
H -2.194 2.981 1.036 0.40
C -3.440 -2.640 -1.614 -0.19
N 1.007 -1.362 -0.505 -0.25
Pd -0.001 1.330 0.012 0.68
C -2.832 -0.600 0.166 -0.18
H -1.375 5.198 -0.303 0.24
H -2.139 -1.628 -2.988 0.23
H -2.053 3.058 -0.589 0.41


Entry 5:
5
Properties=species:S:1:pos:R:3:nbo_charge:R:1 method="wB97M-V/def2-TZVPD" e_above_lowest_kcal_mol=191.7 homo_lumo_gap_ev="5.16 / 5.46" energy_ev=-5267.953 charge=0
F -0.111 -1.022 2.386 -0.32
C -0.646 0.048 1.903 0.66
N 0.339 0.324 -0.889 -0.96
H 0.350 -0.515 -1.781 0.30
H 0.067 1.164 -1.619 0.31


Entry 6:
21
Properties=species:S:1:pos:R:3:nbo_charge:R:1 method="wB97M-V/def2-TZVPD" e_above_lowest_kcal_mol=95.4 homo_lumo_gap_ev=8.81 energy_ev=-20674.714 charge=+1
H 0.555 2.190 -2.113 0.39
H -1.057 0.202 -2.324 0.20
H -0.908 -0.799 3.470 0.23
S 0.428 1.628 2.290 0.22
C -0.454 -1.416 2.749 -0.62
N 1.545 0.126 0.407 0.00
H 2.340 0.897 -2.394 0.26
N 0.445 1.362 -1.484 -0.65
H 0.549 -1.669 3.134 0.22
H 0.014 -1.636 0.773 0.24
C -0.895 0.834 -1.507 -0.42
H -1.040 -2.276 2.872 0.25
H -0.858 0.479 -0.507 0.19
H 1.181 2.595 1.768 0.17
H 1.141 -0.374 -2.707 0.25
H -1.361 -0.489 1.079 0.26
H -1.594 1.629 -1.610 0.23
N 2.040 -0.133 -0.652 0.05
C 1.468 0.444 -1.882 -0.14
C 0.657 0.272 1.302 0.11
C -0.385 -0.866 1.341 -0.43